Computed, not measured: a molecular structure, C27H29N2O3PRuSSi, with ωB97M-V/def2-TZVPD.

E_HOMO (spin up / spin down) = -0.5426 / -0.5423 hartree
Electronic energy = -68161.6689 eV
Multiplicity = 5
LUMO level (spin up / spin down) = -6.84 / -8.92 eV
Charge = +2
Relative energy (zero: lowest compared OMol25 entry of this formula, charge and spin) = 28.8 kJ/mol

Positions of all 65 atoms, in Å:
Ru  -0.14  0.23  0.45
O  3.52  0.35  1.96
S  2.36  0.88  1.36
O  1.10  0.88  2.18
O  1.89  0.15  0.10
C  2.60  2.53  0.83
C  3.87  3.06  0.94
C  4.09  4.36  0.51
C  3.04  5.10  -0.01
C  1.77  4.55  -0.13
C  1.53  3.25  0.29
P  -0.17  2.59  0.12
C  -0.69  2.94  -1.58
C  -1.07  4.21  -2.02
C  -1.36  4.41  -3.36
C  -1.27  3.36  -4.27
C  -0.88  2.10  -3.84
C  -0.59  1.90  -2.50
C  -1.12  3.57  1.30
C  -2.34  4.18  0.98
C  -3.01  4.92  1.94
C  -2.49  5.05  3.21
C  -1.28  4.44  3.54
C  -0.60  3.70  2.59
H  4.67  2.46  1.37
H  5.07  4.80  0.60
H  3.21  6.12  -0.34
H  0.97  5.14  -0.54
H  -1.14  5.04  -1.33
H  -1.66  5.40  -3.70
H  -1.49  3.53  -5.32
H  -0.79  1.29  -4.55
H  -0.26  0.91  -2.19
H  -2.75  4.09  -0.02
H  -3.95  5.40  1.68
H  -3.02  5.63  3.96
H  -0.87  4.55  4.54
H  0.35  3.24  2.85
C  -3.73  1.38  -0.36
C  -3.33  -0.05  -0.40
C  -4.20  -1.05  -0.86
C  -3.81  -2.38  -0.88
C  -2.55  -2.74  -0.42
C  -1.73  -1.72  0.04
N  -2.12  -0.40  0.02
N  -0.46  -1.79  0.52
Si  0.20  -3.17  1.55
C  1.79  -2.65  2.31
C  -1.14  -3.29  2.83
C  0.41  -4.66  0.47
H  -4.78  1.47  -0.10
H  -3.59  1.84  -1.35
H  -3.14  1.92  0.37
H  -5.19  -0.77  -1.19
H  -4.49  -3.14  -1.25
H  -2.21  -3.76  -0.43
H  1.66  -1.76  2.93
H  2.57  -2.45  1.57
H  2.13  -3.46  2.95
H  -1.34  -2.31  3.27
H  -0.81  -3.95  3.63
H  -2.07  -3.68  2.41
H  1.10  -4.46  -0.35
H  -0.53  -5.04  0.06
H  0.84  -5.45  1.09